Model P:
CH3ClN2O2 | wB97M-V/def2-TZVPD

Element x y z (Å)
O (-1.1709, 1.6866, -1.0242)
N (-0.3934, 1.3538, -0.1197)
C (1.0675, 1.1412, -0.3975)
Cl (1.8437, 0.2143, 0.8417)
H (1.2942, 0.7056, -1.3435)
H (1.6687, 2.0116, -0.5302)
N (-1.4145, 0.3537, 1.1633)
O (-2.5444, 0.3007, 0.7897)
H (-1.2000, 0.9451, 1.9251)

Values from the calculation:
SMILES	O=NCCl.N=O
charge	0
E_HOMO (spin up / spin down)	-8.62 / -9.30	eV
molar mass	110.500	g mol⁻¹
HOMO-LUMO gap (spin up / spin down)	7.5 / 8.8	eV
LUMO (spin up / spin down)	-1.0780 / -0.4895	eV

In elementary charge units, the Löwdin charges are: atom 1 (O): -0.001, atom 2 (N): -0.173, atom 3 (C): -0.595, atom 4 (Cl): 0.606, atom 5 (H): 0.068, atom 6 (H): 0.066, atom 7 (N): -0.037, atom 8 (O): -0.011, atom 9 (H): 0.077

Model Q:
CH3ClN2O2 | wB97M-V/def2-TZVPD

Element x y z (Å)
O (0.8229, -0.2449, -1.4194)
N (0.2035, -0.8046, -0.5533)
C (-1.2955, -1.1378, -0.7044)
Cl (-2.2885, -0.2616, 0.5205)
N (0.5185, -1.3677, 0.5603)
O (1.8273, -1.2409, 1.0044)
H (-1.7095, -0.8986, -1.6954)
H (-1.3480, -2.3016, -0.4731)
H (1.7380, -0.9896, 1.9293)

Values from the calculation:
SMILES	[O-]/[N+](CCl)=N\O
charge	0
E_HOMO	-9.87	eV
molar mass	110.500	g mol⁻¹
HOMO-LUMO gap	10.3	eV
LUMO	0.3924	eV

In elementary charge units, the Löwdin charges are: atom 1 (O): 0.039, atom 2 (N): -0.383, atom 3 (C): -0.475, atom 4 (Cl): 0.539, atom 5 (N): -0.013, atom 6 (O): -0.009, atom 7 (H): 0.080, atom 8 (H): 0.124, atom 9 (H): 0.098

The structure with the greatest stability is model Q.

Model P:
CH3ClN2O2 | wB97M-V/def2-TZVPD

Element x y z (Å)
C (0.5315, -1.0083, -1.2157)
N (0.0244, 0.0860, -0.4981)
N (-0.3843, 0.2521, 0.6062)
O (-0.6303, -0.4456, 1.5736)
O (-0.5456, 2.0819, 1.0977)
Cl (-0.9438, 2.8960, 2.6581)
H (-0.0505, -1.1068, -2.0824)
H (1.4915, -0.7907, -1.5538)
H (0.5071, -1.9647, -0.5856)

Values from the calculation:
charge	0
E_HOMO (spin up / spin down)	-10.05 / -10.06	eV
molar mass	110.500	g mol⁻¹
HOMO-LUMO gap (spin up / spin down)	8.0 / 8.0	eV
LUMO (spin up / spin down)	-2.0945 / -2.0969	eV

In elementary charge units, the Löwdin charges are: atom 1 (C): -0.043, atom 2 (N): 0.057, atom 3 (N): -0.175, atom 4 (O): 0.055, atom 5 (O): -0.633, atom 6 (Cl): 0.471, atom 7 (H): 0.074, atom 8 (H): 0.069, atom 9 (H): 0.126

Model Q:
CH3ClN2O2 | wB97M-V/def2-TZVPD

Element x y z (Å)
C (-0.9506, -1.1166, -0.5085)
N (-0.3615, -0.3186, 0.3359)
O (-0.5417, 0.9107, 0.4399)
H (-1.6211, -0.8161, -1.2507)
H (-0.6780, -2.1926, -0.5930)
H (0.3258, -0.8712, 0.8822)
O (-3.2919, -1.4294, 0.0360)
N (-3.7213, -0.4594, 0.4917)
Cl (-4.3335, 0.7840, -0.7242)

Values from the calculation:
SMILES	C=[NH+][O-].O=NCl
charge	0
E_HOMO (spin up / spin down)	-9.24 / -9.24	eV
molar mass	110.500	g mol⁻¹
HOMO-LUMO gap (spin up / spin down)	8.2 / 8.2	eV
LUMO (spin up / spin down)	-1.0352 / -1.0351	eV

In elementary charge units, the Löwdin charges are: atom 1 (C): -0.001, atom 2 (N): -0.232, atom 3 (O): -0.082, atom 4 (H): 0.050, atom 5 (H): 0.103, atom 6 (H): 0.169, atom 7 (O): -0.083, atom 8 (N): -0.329, atom 9 (Cl): 0.405

Model R:
CH3ClN2O2 | wB97M-V/def2-TZVPD

Element x y z (Å)
C (-0.8088, 0.5674, 0.0955)
N (0.0738, -1.5117, -0.5102)
N (0.4546, 1.0376, 0.1381)
O (1.2555, 0.5997, 1.0076)
O (0.8766, 1.6776, -0.8261)
Cl (1.5628, -1.6368, -0.0215)
H (-1.3708, 0.9825, -0.7647)
H (-1.4031, 0.4440, 1.0054)
H (-0.6407, -2.1603, -0.1240)

Values from the calculation:
charge	0
E_HOMO (spin up / spin down)	-9.73 / -9.50	eV
molar mass	110.500	g mol⁻¹
HOMO-LUMO gap (spin up / spin down)	7.9 / 8.1	eV
LUMO (spin up / spin down)	-1.7998 / -1.4433	eV

In elementary charge units, the Löwdin charges are: atom 1 (C): 0.081, atom 2 (N): -0.484, atom 3 (N): -0.517, atom 4 (O): -0.114, atom 5 (O): 0.027, atom 6 (Cl): 0.763, atom 7 (H): 0.113, atom 8 (H): 0.101, atom 9 (H): 0.031

The structure with the greatest stability is model Q.

Model P:
C2H2N4O2 | wB97M-V/def2-TZVPD

Element x y z (Å)
O (-1.6979, 1.2361, -0.0423)
C (-0.5848, 0.7556, -0.0825)
C (0.7913, 1.4155, -0.0244)
N (1.8232, 0.6139, 0.1187)
N (1.7608, -0.8062, 0.0530)
N (0.6186, -1.3585, -0.1765)
N (-0.4413, -0.6051, -0.0718)
O (-1.5820, -1.2135, 0.1288)
H (0.9098, 2.4442, 0.1095)
H (-2.2382, -0.5601, 0.3774)

Values from the calculation:
SMILES	O=c1cnnnn1O
charge	0
E_HOMO	-10.29	eV
molar mass	114.064	g mol⁻¹
HOMO-LUMO gap	9.4	eV
LUMO	-0.8721	eV

In elementary charge units, the Löwdin charges are: atom 1 (O): 0.079, atom 2 (C): -0.387, atom 3 (C): 0.015, atom 4 (N): 0.033, atom 5 (N): 0.009, atom 6 (N): 0.094, atom 7 (N): -0.150, atom 8 (O): 0.100, atom 9 (H): 0.095, atom 10 (H): 0.111

Model Q:
C2H2N4O2 | wB97M-V/def2-TZVPD

Element x y z (Å)
C (-0.5547, 0.3511, -1.0499)
C (-0.2294, 0.6589, 0.9100)
H (-0.5025, 0.1257, -2.9138)
H (0.5971, 0.0475, 2.6600)
N (-1.0536, 0.7994, -0.0362)
N (0.2614, 0.8527, 1.9925)
N (1.2060, -1.1603, 1.4804)
N (0.8611, -1.8039, 0.3961)
O (-1.0609, 0.6642, -2.3619)
O (0.4755, -0.5353, -1.0772)

Values from the calculation:
charge	0
E_HOMO	-9.91	eV
molar mass	114.064	g mol⁻¹
HOMO-LUMO gap	9.5	eV
LUMO	-0.4291	eV

In elementary charge units, the Löwdin charges are: atom 1 (C): -0.486, atom 2 (C): -0.211, atom 3 (H): 0.088, atom 4 (H): 0.126, atom 5 (N): 0.232, atom 6 (N): 0.200, atom 7 (N): 0.001, atom 8 (N): 0.106, atom 9 (O): 0.084, atom 10 (O): -0.139

Model R:
C2H2N4O2 | wB97M-V/def2-TZVPD

Element x y z (Å)
O (1.9922, -0.6275, 1.5538)
N (0.9745, 0.4075, 1.4365)
C (0.2263, 0.2425, 0.4013)
N (0.7162, -0.6301, -0.5880)
N (-0.0868, -0.7221, -1.5179)
C (-1.4017, 0.0441, -1.4096)
N (-1.8839, 0.7077, -0.3421)
O (-0.7345, 1.0894, 0.4016)
H (2.4227, -0.4992, 2.2927)
H (-2.2251, -0.0123, -2.2285)

Values from the calculation:
SMILES	O/N=c1\nncno1
charge	0
E_HOMO	-9.49	eV
molar mass	114.064	g mol⁻¹
HOMO-LUMO gap	7.8	eV
LUMO	-1.6688	eV

In elementary charge units, the Löwdin charges are: atom 1 (O): -0.011, atom 2 (N): 0.131, atom 3 (C): -0.490, atom 4 (N): 0.129, atom 5 (N): 0.070, atom 6 (C): -0.078, atom 7 (N): 0.129, atom 8 (O): -0.009, atom 9 (H): -0.008, atom 10 (H): 0.136

Model S:
C2H2N4O2 | wB97M-V/def2-TZVPD

Element x y z (Å)
O (-1.9856, 1.4717, -1.3249)
N (-1.6673, 0.2504, -1.1970)
O (-2.3249, -0.7454, -1.4961)
C (-0.4865, -0.0931, -0.2643)
N (0.3171, -1.2578, -0.1141)
C (1.3519, -0.6748, 0.6567)
N (1.1561, 0.6354, 0.7841)
N (-0.0692, 1.0268, 0.3696)
H (1.8991, -1.5591, 1.1123)
H (1.8093, 0.9460, 1.4736)

Values from the calculation:
SMILES	O=[N+]([O-])c1nc[nH]n1
charge	0
E_HOMO	-10.85	eV
molar mass	114.064	g mol⁻¹
HOMO-LUMO gap	10.1	eV
LUMO	-0.7037	eV

In elementary charge units, the Löwdin charges are: atom 1 (O): 0.046, atom 2 (N): -0.292, atom 3 (O): 0.074, atom 4 (C): -0.237, atom 5 (N): 0.126, atom 6 (C): -0.141, atom 7 (N): -0.006, atom 8 (N): 0.129, atom 9 (H): 0.151, atom 10 (H): 0.151

The structure with the greatest stability is model P.

Model P:
C2H2N4O2 | wB97M-V/def2-TZVPD

Element x y z (Å)
H (-2.3012, -1.8295, 0.0220)
N (-2.3307, -0.7912, -0.0169)
C (-1.2076, -0.3060, 0.0197)
N (-1.1576, 1.1363, 0.0193)
N (-0.0110, 1.6591, 0.0089)
N (1.0989, 0.9601, -0.0538)
C (1.1642, -0.4230, -0.0472)
O (2.2164, -1.0005, 0.0285)
O (-0.0389, -1.0104, 0.0065)
H (1.9440, 1.5401, 0.1618)

Values from the calculation:
SMILES	[H]/N=c1/nn[nH]c(=O)o1
charge	0
E_HOMO	-10.69	eV
molar mass	114.064	g mol⁻¹
HOMO-LUMO gap	10.3	eV
LUMO	-0.3615	eV

In elementary charge units, the Löwdin charges are: atom 1 (H): 0.097, atom 2 (N): 0.193, atom 3 (C): -0.480, atom 4 (N): 0.107, atom 5 (N): 0.004, atom 6 (N): 0.084, atom 7 (C): -0.504, atom 8 (O): 0.147, atom 9 (O): 0.160, atom 10 (H): 0.191

Model Q:
C2H2N4O2 | wB97M-V/def2-TZVPD

Element x y z (Å)
C (-0.1340, 0.4497, 0.0732)
C (0.0514, -0.4150, -1.0741)
H (-2.2455, -0.1139, 0.2021)
H (-1.8529, 0.2892, 1.9925)
N (-1.3867, 0.7416, 0.3858)
N (0.6917, 0.7379, 0.9464)
N (2.2018, -0.3872, -0.3267)
N (1.4604, -0.7407, -1.2188)
O (1.9258, 0.3676, 0.7940)
O (-0.7120, -0.9291, -1.7744)

Values from the calculation:
charge	0
E_HOMO	-9.79	eV
molar mass	114.064	g mol⁻¹
HOMO-LUMO gap	8.1	eV
LUMO	-1.6668	eV

In elementary charge units, the Löwdin charges are: atom 1 (C): -0.498, atom 2 (C): -0.426, atom 3 (H): 0.158, atom 4 (H): 0.282, atom 5 (N): 0.055, atom 6 (N): 0.098, atom 7 (N): 0.027, atom 8 (N): 0.146, atom 9 (O): -0.022, atom 10 (O): 0.179

The structure with the greatest stability is model P.

Model P:
C2H4N3O | wB97M-V/def2-TZVPD

Element x y z (Å)
C (-1.3847, 0.2685, 0.0069)
N (0.0077, 0.4155, -0.2354)
O (0.4052, 1.2156, -1.0461)
N (0.6865, -0.5748, 0.2723)
C (2.3079, -0.4328, 0.1639)
N (3.3773, -0.4223, -0.1770)
H (-1.8028, 1.2248, -0.0895)
H (-1.7802, -0.1391, 0.9815)
H (-2.0209, -0.2945, -0.7851)
H (0.2040, -1.2609, 0.9084)

Values from the calculation:
SMILES	C[N+](=O)NC#N
charge	+1
E_HOMO (spin up / spin down)	-17.57 / -17.57	eV
molar mass	86.074	g mol⁻¹
HOMO-LUMO gap (spin up / spin down)	10.3 / 10.3	eV
LUMO (spin up / spin down)	-7.3035 / -7.3039	eV

In elementary charge units, the Löwdin charges are: atom 1 (C): 0.041, atom 2 (N): -0.280, atom 3 (O): 0.235, atom 4 (N): 0.198, atom 5 (C): -0.051, atom 6 (N): 0.223, atom 7 (H): 0.101, atom 8 (H): 0.146, atom 9 (H): 0.181, atom 10 (H): 0.207

Model Q:
C2H4N3O | wB97M-V/def2-TZVPD

Element x y z (Å)
C (0.3058, -0.7272, -0.0907)
C (-0.7284, 1.3984, 0.0668)
N (-0.8299, -1.1602, 0.1201)
N (-1.9769, -0.5680, 0.0932)
N (1.5721, -0.9159, 0.0370)
O (-1.7797, 0.6907, 0.0085)
H (-0.8040, 2.2505, -0.4757)
H (0.1674, 1.0754, 0.3971)
H (2.0146, -1.8835, 0.3410)
H (2.0589, -0.1602, -0.4974)

Values from the calculation:
charge	+1
E_HOMO	-14.52	eV
molar mass	86.074	g mol⁻¹
HOMO-LUMO gap	8.4	eV
LUMO	-6.0859	eV

In elementary charge units, the Löwdin charges are: atom 1 (C): -0.155, atom 2 (C): 0.156, atom 3 (N): 0.136, atom 4 (N): 0.112, atom 5 (N): 0.181, atom 6 (O): 0.018, atom 7 (H): 0.106, atom 8 (H): 0.048, atom 9 (H): 0.232, atom 10 (H): 0.166

The structure with the greatest stability is model P.

Model P:
C2H5N3 | wB97M-V/def2-TZVPD

Element x y z (Å)
C (2.4110, 0.1733, 0.1375)
C (-0.6640, 0.4420, -0.4241)
N (3.4541, -0.2343, 0.4602)
N (-1.3738, 0.7835, 0.6109)
N (-0.7004, -0.7946, -0.8068)
H (1.3953, 0.4047, -0.0104)
H (-1.4536, 1.7302, 0.8996)
H (-1.7659, 0.1415, 1.2241)
H (-1.1195, -1.5917, -0.3599)
H (-0.1832, -1.0547, -1.7312)

Values from the calculation:
charge	0
E_HOMO	-8.64	eV
molar mass	71.083	g mol⁻¹
HOMO-LUMO gap	9.4	eV
LUMO	0.8003	eV

In elementary charge units, the Löwdin charges are: atom 1 (C): -0.085, atom 2 (C): -0.371, atom 3 (N): 0.039, atom 4 (N): 0.063, atom 5 (N): 0.019, atom 6 (H): -0.046, atom 7 (H): 0.082, atom 8 (H): 0.068, atom 9 (H): 0.087, atom 10 (H): 0.144

Model Q:
C2H5N3 | wB97M-V/def2-TZVPD

Element x y z (Å)
C (-0.0033, 1.9130, 0.2006)
C (0.8408, 0.9523, -0.1939)
N (0.4933, -0.3555, -0.4103)
N (-0.2249, -0.9645, 0.4252)
N (-0.7226, -2.1134, 0.0087)
H (0.2853, 2.9485, 0.1807)
H (-1.0032, 1.6729, 0.5165)
H (1.8298, 1.1847, -0.5813)
H (-0.4487, -2.5129, -0.8942)
H (-1.0465, -2.7251, 0.7481)

Values from the calculation:
SMILES	C=C/N=N/N
charge	0
E_HOMO	-8.56	eV
molar mass	71.083	g mol⁻¹
HOMO-LUMO gap	9.5	eV
LUMO	0.9606	eV

In elementary charge units, the Löwdin charges are: atom 1 (C): 0.006, atom 2 (C): -0.263, atom 3 (N): -0.043, atom 4 (N): -0.087, atom 5 (N): 0.020, atom 6 (H): 0.040, atom 7 (H): 0.041, atom 8 (H): 0.091, atom 9 (H): 0.104, atom 10 (H): 0.093

Model R:
C2H5N3 | wB97M-V/def2-TZVPD

Element x y z (Å)
C (1.6570, -0.9973, -0.0048)
C (-1.6032, 0.8232, 0.2333)
N (1.5526, 0.2552, -0.0352)
N (-2.0759, -0.2774, -0.1131)
N (1.4463, 1.3852, -0.1719)
H (0.6778, -1.4368, -0.1874)
H (2.6219, -1.5490, 0.1378)
H (-2.2248, 1.6092, 0.4850)
H (-0.6232, 1.1845, 0.1027)
H (-1.4285, -0.9967, -0.4464)

Values from the calculation:
charge	0
E_HOMO	-9.00	eV
molar mass	71.083	g mol⁻¹
HOMO-LUMO gap	9.6	eV
LUMO	0.5818	eV

In elementary charge units, the Löwdin charges are: atom 1 (C): -0.051, atom 2 (C): -0.133, atom 3 (N): -0.238, atom 4 (N): 0.044, atom 5 (N): 0.188, atom 6 (H): 0.048, atom 7 (H): 0.089, atom 8 (H): 0.037, atom 9 (H): -0.007, atom 10 (H): 0.023

The structure with the greatest stability is model P.